C16H44KO16S5 | ωB97M-V with the def2-TZVPD basis set

Computed properties:
- total charge = +2
- max |F| (eV Å⁻¹) = 5.05
- Kohn-Sham gap (spin up / spin down) (Ha) = 0.34136 / 0.10111
- spin multiplicity = 2
- E_HOMO (spin up / spin down) (eV) = -14.94 / -14.94
- energy (eV) = -120546.17444

Element x y z (Å)
K 0.560 -0.393 -0.422
S 4.570 0.614 -0.863
S -1.411 2.298 2.185
S -1.020 -2.960 -3.191
S -1.507 1.758 -3.077
S 0.656 -1.613 3.665
O 0.950 -0.669 4.766
O 5.877 -0.181 -0.087
O 1.560 -0.019 -3.075
O -0.454 3.657 2.063
O -2.222 3.141 -2.694
O -0.683 1.241 1.517
O -0.957 -2.073 3.767
O -0.836 1.949 -4.365
O 0.889 -1.258 2.241
O -2.771 2.667 1.872
O -0.403 -2.594 -1.876
O 4.685 2.080 -0.518
O -1.140 -1.952 -4.244
O -2.497 -3.674 -2.964
O -0.859 1.276 -1.847
O 3.331 -0.153 -0.714
C -3.402 4.703 -1.257
C 5.779 -0.419 1.254
C 5.270 0.329 -2.607
C -0.931 4.870 2.676
C 0.103 5.435 3.665
C -2.991 0.745 -3.370
C -4.778 -2.901 -3.375
C -0.081 -4.417 -3.802
C -1.179 2.096 3.983
C 7.076 -1.120 1.755
C 1.378 -3.266 4.061
C -3.494 -3.554 -3.993
C -2.694 3.369 -1.332
C -1.558 -2.262 5.051
C -2.927 -3.038 4.935
C 1.877 -0.663 -4.325
H 0.673 -3.721 4.757
H 7.451 -1.905 1.099
H -1.821 3.375 -0.679
H -1.034 5.660 1.931
H 2.288 -3.088 4.633
H 0.999 5.721 3.113
H -5.563 -3.018 -4.123
H 5.525 0.415 1.908
H -3.322 -3.264 5.925
H -0.854 -2.785 5.698
H 4.502 0.681 -3.296
H -3.416 5.023 -0.215
H 6.885 -1.641 2.694
H -2.789 -4.002 4.446
H -0.559 -4.658 -4.752
H 1.976 -1.747 -4.384
H -0.171 6.409 4.070
H -0.101 1.965 4.080
H -3.749 1.506 -3.559
H -1.672 -1.277 5.504
H -1.513 3.020 4.454
H -4.956 -3.386 -2.416
H -1.564 1.112 4.250
H 2.873 -0.300 -4.577
H 0.251 4.754 4.503
H -2.687 0.037 -4.140
H -3.721 -4.500 -4.485
H 7.867 -0.377 1.848
H -1.912 4.839 3.149
H -3.576 -2.493 4.250
H 0.978 -4.169 -3.875
H -3.030 5.513 -1.884
H 1.493 -3.681 3.059
H 5.267 -0.755 -2.724
H -0.291 -5.163 -3.036
H 4.978 -1.150 1.365
H -3.129 -2.982 -4.846
H -3.009 0.166 -2.446
H -4.664 -1.845 -3.129
H -4.443 4.592 -1.561
H -3.357 2.556 -1.036
H 1.200 -0.211 -5.051
H 6.238 0.798 -2.781
H 1.693 0.924 -3.198

Results of the Löwdin charge analysis, in e, for atoms 1 through 2: 0.850 0.819

=====

C16H44N5NaO7 | ωB97M-V with the def2-TZVPD basis set

Computed properties:
- total charge = 0
- max |F| (eV Å⁻¹) = 3.10
- Kohn-Sham gap (Ha) = 0.17305
- energy relative to the best compared isomer or geometry (same formula, charge and spin) (eV) = 5.170
- E_HOMO (eV) = -6.34
- energy (eV) = -43496.22677

Element x y z (Å)
Na -1.228 -0.527 1.172
O -1.093 6.840 -1.101
O -1.318 -3.792 3.512
O -3.116 -3.336 -4.370
O 3.217 -3.393 -4.598
O 2.815 1.107 7.376
O -1.530 -5.456 4.907
O -0.518 -3.761 5.496
N -1.124 -4.329 4.594
N -3.488 -2.665 -1.325
N -2.129 3.632 0.516
N 1.184 -2.449 -1.774
N 1.609 0.575 4.611
C 2.303 -2.304 -2.659
C 3.302 0.126 6.408
C -1.533 8.183 -1.082
C 3.631 1.959 4.631
C 3.434 -1.674 -1.901
C 3.631 1.258 8.531
C -1.451 4.630 -0.346
C 2.648 -3.671 -3.304
C -1.638 4.152 -1.761
C -4.384 -2.453 -2.580
C -3.591 -2.105 -3.845
C 3.079 0.590 4.883
C -1.993 6.028 -0.308
C -2.541 -3.198 -5.636
C -5.383 -1.394 -2.200
C 3.501 -4.639 -5.280
H -3.019 6.115 -0.665
H -2.762 -1.486 -3.503
H -4.994 -3.260 -2.986
H -1.281 3.140 -1.951
H 3.611 0.318 9.082
H -2.683 4.120 -2.067
H 0.386 -2.679 -2.350
H -2.556 8.306 -1.437
H 2.854 -0.859 6.541
H -1.557 -2.733 -5.593
H -2.071 6.460 0.689
H -6.022 -1.153 -3.050
H 3.349 -4.259 -2.711
H 3.669 2.141 3.557
H -2.726 -3.327 -1.365
H -3.108 3.831 0.362
H 3.719 -2.307 -1.061
H -4.233 -3.090 -0.792
H -1.012 8.828 -1.789
H 2.540 -5.145 -5.358
H 1.711 -4.222 -3.390
H 3.556 -0.169 4.261
H 3.338 2.042 9.230
H 3.815 -4.567 -6.321
H -4.179 -1.618 -4.623
H 4.332 -0.180 6.592
H -0.383 4.539 -0.146
H 1.359 -3.348 -1.348
H -3.174 -2.623 -6.312
H 3.002 2.708 5.113
H 4.191 -5.279 -4.730
H 3.349 -0.606 -1.700
H -5.966 -1.692 -1.329
H -1.991 4.043 1.428
H -4.802 -0.527 -1.885
H -1.262 8.466 -0.064
H 1.322 1.394 5.127
H 4.292 -1.548 -2.562
H 1.905 -1.699 -3.473
H 1.280 -0.216 5.146
H 4.625 1.544 8.189
H 4.619 2.035 5.085
H -2.298 -4.187 -6.023
H -1.040 4.813 -2.389

Results of the Löwdin charge analysis, in e, for atoms 1 through 2: 0.849 -0.194

=====

C16H45AsAuGeNO6P2Si2 | ωB97M-V with the def2-TZVPD basis set

Computed properties:
- total charge = 0
- max |F| (eV Å⁻¹) = 0.42
- Kohn-Sham gap (Ha) = 0.27061
- E_HOMO (eV) = -7.68
- energy (eV) = -186483.81137

Element x y z (Å)
Au 0.803 0.570 -1.454
As -1.238 1.872 -1.605
Ge 1.481 1.108 1.987
P 0.277 -2.730 -1.936
P 3.131 -1.679 -1.541
Si -2.934 0.333 -2.168
Si -0.800 2.890 -3.702
O -0.865 -2.967 -0.824
O 0.329 -3.816 -2.948
O 2.766 -0.306 -1.008
O 3.010 -1.734 -3.135
O 0.206 -1.289 -2.428
O 4.380 -2.382 -1.153
N 2.405 -4.222 -1.261
C -1.345 1.367 5.010
C -0.366 0.365 2.140
C 0.991 3.382 -3.756
C 3.190 -0.930 6.290
C 1.644 -2.707 0.567
C -0.980 2.217 3.795
C -1.177 1.822 -5.173
C -2.764 -0.932 -3.511
C -1.306 1.534 2.464
C 2.816 -1.788 5.084
C -3.406 -0.458 -0.549
C 1.853 -1.087 4.121
C 2.498 0.047 3.325
C -1.865 4.415 -3.722
C 1.808 -2.859 -0.937
C -4.309 1.518 -2.640
H 2.193 -1.340 -3.473
H -1.246 2.271 1.659
H -3.697 0.341 0.139
H 1.153 4.096 -4.570
H 1.304 3.853 -2.820
H 2.873 0.827 4.002
H 3.723 -2.072 4.541
H 2.359 -2.719 5.435
H 1.135 -1.773 0.789
H 0.093 2.463 3.832
H -2.589 -1.016 -0.079
H -1.722 -3.164 -1.223
H 3.632 0.022 5.986
H 1.216 1.911 -0.835
H 2.307 -0.708 6.893
H 3.915 -1.433 6.933
H 1.993 -4.526 -2.157
H -0.699 0.842 -5.075
H -0.792 2.302 -6.079
H 3.423 -4.081 -1.322
H -4.342 2.370 -1.954
H -2.754 -0.435 -4.483
H -4.261 -1.129 -0.679
H -1.856 -1.536 -3.450
H -1.501 3.175 3.853
H -4.194 1.907 -3.656
H 2.188 -4.906 -0.540
H 1.636 2.514 -3.925
H -1.077 1.864 5.944
H 1.007 -0.701 4.698
H -0.463 -0.459 2.849
H 1.032 -3.509 0.985
H 3.394 -0.302 2.795
H -2.346 1.190 2.487
H -5.274 1.004 -2.580
H -2.251 1.666 -5.302
H -2.928 4.158 -3.714
H -1.667 5.030 -4.606
H -2.422 1.177 5.028
H -1.662 5.014 -2.831
H -0.638 -0.032 1.155
H -0.840 0.399 4.994
H 2.617 -2.687 1.061
H -3.638 -1.591 -3.476
H 1.431 -1.828 3.442

Results of the Löwdin charge analysis, in e, for atoms 1 through 2: 0.703 0.716

=====

C16H45CuN3O9P | ωB97M-V with the def2-TZVPD basis set

Computed properties:
- total charge = -2
- max |F| (eV Å⁻¹) = 4.83
- Kohn-Sham gap (Ha) = 0.13843
- E_HOMO (eV) = 0.62
- energy (eV) = -94149.34811

Element x y z (Å)
Cu 1.038 -1.062 0.104
P 3.334 0.533 0.107
O 0.702 3.447 2.458
O 1.322 -0.495 -3.392
O 3.839 1.991 0.149
O 2.236 0.413 1.222
O 4.549 -0.307 0.599
O -0.266 -2.957 0.563
O -3.866 1.306 -2.682
O 2.623 0.075 -1.204
O 0.600 -0.610 2.805
N 2.562 -2.735 0.817
N -0.779 -0.062 -1.188
N 0.655 2.351 -0.188
C 1.400 -1.865 -3.711
C 0.521 -4.015 1.109
C 0.546 3.788 0.051
C 0.083 0.246 3.809
C -0.816 -0.629 4.677
C -4.202 2.227 -3.685
C 1.890 -3.969 0.392
C 2.680 -5.226 0.723
C -0.010 4.095 1.426
C -0.340 4.458 -0.992
C -2.479 1.139 -2.491
C 0.312 -2.135 -4.743
C -2.864 0.520 -0.047
C -2.212 0.112 -1.374
C 0.295 3.914 3.713
C -1.586 -3.045 0.977
H 1.736 -3.946 -0.688
H 3.431 -2.615 0.296
H 2.831 -2.863 1.789
H 0.589 -1.785 -5.743
H -0.338 -0.250 -2.088
H -1.348 4.032 -0.960
H 2.744 -5.418 1.800
H -1.625 -1.101 4.112
H -2.383 -0.011 0.774
H -0.381 5.539 -0.802
H -0.631 -1.681 -4.445
H 0.535 4.985 3.789
H -2.007 2.092 -2.223
H 0.949 1.844 0.658
H -1.942 0.803 -3.389
H -1.087 3.880 1.459
H -3.687 3.173 -3.487
H 0.862 3.348 4.451
H 1.443 2.177 -0.813
H 1.554 4.172 -0.160
H 0.039 4.362 -2.010
H -0.332 -1.522 5.079
H -3.926 0.257 -0.016
H 0.939 0.667 4.357
H -0.431 1.091 3.333
H 0.650 -3.992 2.195
H -2.087 -3.976 0.665
H 0.023 -4.958 0.849
H 2.252 -6.146 0.306
H 0.067 5.178 1.609
H -1.802 -2.884 2.041
H -2.607 -0.868 -1.664
H -1.199 0.029 5.469
H -2.827 1.600 0.106
H -5.281 2.381 -3.659
H 3.695 -5.169 0.325
H -2.156 -2.264 0.461
H 1.308 -0.116 2.263
H -3.952 1.870 -4.691
H 0.178 -3.202 -4.970
H -0.351 0.815 -0.856
H 2.416 -2.048 -4.093
H 1.279 -2.475 -2.804
H -0.778 3.799 3.921
H 1.874 -0.314 -2.552

Results of the Löwdin charge analysis, in e, for atoms 1 through 2: 0.304 -0.050

=====

C16H45IN6O7P2S2 | ωB97M-V with the def2-TZVPD basis set

Computed properties:
- total charge = 0
- max |F| (eV Å⁻¹) = 7.08
- Kohn-Sham gap (Ha) = 0.29871
- energy relative to the best compared isomer or geometry (same formula, charge and spin) (eV) = 0.000
- E_HOMO (eV) = -7.99
- energy (eV) = -88939.67704

Element x y z (Å)
I 1.005 -5.969 0.201
S -3.448 -1.406 1.178
S -3.115 -3.141 -1.045
P -3.206 4.817 -1.931
P 4.352 -1.839 2.202
O 3.417 -3.021 2.261
O -2.564 -4.665 -0.852
O -2.592 -0.647 2.022
O -2.460 -2.425 0.361
O -3.266 6.317 -1.791
O -4.193 -0.511 0.349
O -4.540 -3.207 -0.917
N 3.694 -1.081 0.805
N -1.509 4.666 -2.182
N 5.783 -2.712 1.821
N -4.080 4.700 -3.408
N 5.348 -0.464 2.634
N -3.448 3.100 -1.694
C -0.843 3.902 -3.216
C 6.716 -2.343 0.770
C -3.022 -5.313 0.359
C -3.656 3.909 -4.551
C 2.333 -0.575 0.944
C 4.419 -0.588 -0.348
C 4.728 0.868 2.700
C -4.839 2.878 -1.192
C -0.616 -4.978 1.232
C -0.668 5.050 -1.055
C -4.707 5.923 -3.899
C -2.590 2.384 -0.739
C 5.922 -0.688 3.995
C -1.864 -5.885 1.198
C -4.448 -2.378 2.279
C 5.696 -4.169 1.872
H -5.443 5.695 -4.675
H -2.260 -6.034 2.206
H -5.187 -2.981 1.748
H 0.382 5.115 -1.338
H -3.717 -6.100 0.061
H 6.500 -1.610 4.024
H -2.847 4.398 -5.106
H -1.274 2.907 -3.375
H -0.747 4.346 -0.214
H 6.594 0.125 4.272
H 6.693 -4.616 1.880
H 1.909 -0.285 -0.017
H -0.956 6.035 -0.680
H -0.322 -4.685 2.237
H -4.491 3.776 -5.244
H 4.373 1.213 1.730
H -2.648 2.811 0.267
H 6.970 -1.285 0.796
H 5.152 -4.575 1.010
H 7.661 -2.877 0.904
H -4.913 -1.769 3.049
H 1.678 -1.346 1.358
H 2.275 0.295 1.614
H -1.602 -6.854 0.776
H -1.543 2.355 -1.037
H 5.135 -0.758 4.752
H -0.767 -4.061 0.672
H 5.330 -0.035 -0.092
H -5.046 1.814 -1.082
H -0.856 4.432 -4.173
H -3.595 -4.633 0.992
H -2.895 1.340 -0.676
H -3.775 -3.092 2.765
H -5.248 6.437 -3.109
H 3.811 0.101 -0.936
H 6.332 -2.603 -0.223
H 5.478 1.597 3.009
H 0.207 3.734 -2.973
H -4.992 3.360 -0.222
H -3.972 6.617 -4.324
H -3.347 2.905 -4.266
H 3.895 0.908 3.407
H -5.572 3.282 -1.888
H 4.698 -1.403 -1.022
H 5.203 -4.507 2.779

Results of the Löwdin charge analysis, in e, for atoms 1 through 2: 0.767 0.539

=====

C16H45N12O22 | ωB97M-V with the def2-TZVPD basis set

Computed properties:
- total charge = +1
- max |F| (eV Å⁻¹) = 3.34
- Kohn-Sham gap (Ha) = 0.34311
- E_HOMO (eV) = -12.29
- energy (eV) = -80210.41785

Element x y z (Å)
O -1.748 3.520 2.658
O 8.041 0.599 4.591
O -1.640 -6.926 -2.139
O 2.570 3.053 2.283
O -2.807 6.221 -0.565
O 6.175 5.879 5.844
O 1.780 -7.106 -4.848
O 1.278 -0.766 1.684
O -1.837 -5.919 -4.040
O 2.461 -4.011 -2.251
O 1.848 -3.029 -4.066
O -8.126 10.214 -3.660
O 4.414 6.100 4.624
O 6.834 1.756 3.230
O -4.087 -3.026 -3.429
O 3.308 2.145 4.091
O -2.463 -3.648 -2.157
O -2.801 1.857 1.793
O 0.549 0.150 -0.126
O -6.365 9.803 -4.837
O 3.561 -7.672 -5.924
O -4.521 6.400 -1.856
N -3.344 6.191 -1.655
N 2.858 -6.863 -5.368
N -2.673 3.048 2.038
N 0.675 0.106 1.083
N 2.703 3.008 3.492
N -3.466 -3.875 -2.849
N -1.322 -2.929 0.599
N 7.061 0.767 3.901
N -1.246 -6.170 -2.991
N 5.593 5.831 4.788
N -7.072 9.652 -3.861
N 2.004 -3.064 -2.864
C 6.380 5.411 3.596
C -2.518 -4.309 2.089
C -2.198 -2.818 1.792
C -2.482 5.874 -2.827
C -3.900 -5.282 -2.962
C 0.043 -5.467 -2.764
C -1.406 -5.168 1.353
C -6.590 8.689 -2.834
C 3.344 -5.458 -5.308
C 1.571 -1.877 -2.085
C 2.074 4.098 4.284
C 6.058 -0.333 3.876
C -0.411 -4.089 0.957
C -3.730 3.965 1.537
C 0.035 1.190 1.869
C 0.611 -3.779 2.037
H 5.710 -0.478 4.894
H 3.472 -5.108 -6.328
H 0.183 -4.278 0.062
H 0.474 2.128 1.544
H -6.493 7.721 -3.314
H -3.097 5.885 -3.719
H -3.148 -2.308 1.657
H 5.243 -0.041 3.224
H 0.724 -5.739 -3.570
H 0.507 -1.760 -2.278
H -2.499 -4.412 3.168
H 1.761 -2.070 -1.035
H 7.193 6.119 3.476
H -4.669 3.650 1.983
H 0.235 1.013 2.920
H -1.817 -3.309 -0.214
H -0.745 -2.128 0.339
H 4.292 -5.463 -4.778
H 5.725 5.418 2.732
H 0.434 -5.784 -1.804
H -3.458 -4.556 1.608
H -3.477 4.976 1.830
H 0.188 -3.324 2.932
H -5.627 9.044 -2.480
H -1.869 -5.587 0.465
H 1.005 4.073 4.084
H 6.759 4.411 3.790
H -7.312 8.653 -2.027
H -4.782 -5.314 -3.592
H -1.707 6.633 -2.875
H -0.990 -5.852 2.080
H 1.102 -4.691 2.361
H 2.608 -4.869 -4.784
H -2.052 4.891 -2.659
H 1.326 -3.068 1.634
H -4.124 -5.630 -1.956
H -1.630 -2.265 2.532
H 6.561 -1.221 3.504
H -1.044 1.167 1.666
H 2.280 3.922 5.333
H 2.122 -1.007 -2.425
H 2.512 5.033 3.954
H -0.170 -4.401 -2.776
H -3.760 3.870 0.456
H -3.026 -5.890 -3.436

Results of the Löwdin charge analysis, in e, for atoms 1 through 2: 0.086 0.079